Here is a 2-piece molecular cluster, C22H24NSi overall at a distorted geometry from the OMol25 dataset. Energies are from ωB97M-V/def2-TZVPD.

As for the net charge: +1. Its HOMO energy is -11.671 eV. For the LUMO energy, the calculation gives -0.1793 hartree. The HOMO-LUMO gap is 0.24959 Ha. The total energy comes out at -32564.7473 eV.

Bonds (Å) are listed after each position.
Atoms and positions in Å:
1 C 5.51 4.27 7.50  Si2 1.866, H11 1.101, H12 1.101, H13 1.103
2 Si 5.50 2.79 8.64  C1 1.866, C3 1.859, H4 1.555, C5 1.863
3 C 4.39 3.09 10.10  Si2 1.859, H14 1.100, H15 1.101, H16 1.100
4 H 4.98 1.53 7.89  Si2 1.555
5 C 7.23 2.55 9.26  Si2 1.863, C6 1.400, C10 1.400
6 C 7.82 3.58 10.00  C5 1.400, C7 1.399, H17 1.095
7 C 9.12 3.44 10.49  C6 1.399, C8 1.402, H18 1.090
8 C 9.84 2.26 10.25  C7 1.402, C9 1.402, H19 1.096
9 C 9.25 1.23 9.51  C8 1.402, C10 1.400, H20 1.092
10 C 7.95 1.37 9.01  C5 1.400, C9 1.400, H21 1.092
11 H 6.19 4.11 6.65  C1 1.101
12 H 4.50 4.50 7.11  C1 1.101
13 H 5.87 5.15 8.06  C1 1.103
14 H 4.39 2.21 10.76  C3 1.100
15 H 4.75 3.96 10.67  C3 1.101
16 H 3.35 3.28 9.78  C3 1.100
17 H 7.27 4.50 10.19  C6 1.095
18 H 9.57 4.25 11.07  C7 1.090
19 H 10.86 2.15 10.64  C8 1.096
20 H 9.81 0.31 9.32  C9 1.092
21 H 7.48 0.57 8.43  C10 1.092
22 C 4.77 0.76 5.54  C23 1.486, H37 1.101, H38 1.097, H39 1.102
23 C 4.21 0.16 6.79  C22 1.486, N24 1.351, H40 1.083
24 N 2.90 -0.17 6.82  C23 1.351, C25 1.423, C32 1.421
25 C 2.31 -1.27 7.51  N24 1.423, C26 1.388, C30 1.415
26 C 2.86 -2.46 7.95  C25 1.388, C27 1.414, H41 1.089
27 C 1.98 -3.43 8.50  C26 1.414, C28 1.411, H42 1.090
28 C 0.59 -3.19 8.60  C27 1.411, C29 1.399, H43 1.096
29 C 0.05 -2.01 8.09  C28 1.399, C30 1.393, H44 1.092
30 C 0.91 -1.07 7.53  C25 1.415, C29 1.393, C31 1.432
31 C 0.63 0.13 6.81  C30 1.432, C32 1.415, C36 1.391
32 C 1.85 0.64 6.31  N24 1.421, C31 1.415, C33 1.382
33 C 1.91 1.82 5.60  C32 1.382, C34 1.404, H45 1.089
34 C 0.71 2.50 5.37  C33 1.404, C35 1.409, H46 1.091
35 C -0.51 2.01 5.88  C34 1.409, C36 1.400, H47 1.090
36 C -0.57 0.81 6.60  C31 1.391, C35 1.400, H48 1.090
37 H 5.79 0.38 5.38  C22 1.101
38 H 4.16 0.56 4.65  C22 1.097
39 H 4.85 1.85 5.70  C22 1.102
40 H 4.86 -0.36 7.48  C23 1.083
41 H 3.93 -2.64 7.86  C26 1.089
42 H 2.37 -4.39 8.84  C27 1.090
43 H -0.06 -3.94 9.08  C28 1.096
44 H -1.02 -1.79 8.10  C29 1.092
45 H 2.87 2.20 5.22  C33 1.089
46 H 0.72 3.42 4.78  C34 1.091
47 H -1.42 2.59 5.73  C35 1.090
48 H -1.49 0.38 6.99  C36 1.090

Atom charges from the Mulliken analysis, given in e for atoms 1 to 2: -1.105 0.077